The following is a quantum chemistry calculation of a molecular structure, C18H41N3O4OsP2 at a distorted geometry, from OMol25.

ORCA input file:
```
! wB97M-V def2-TZVPD RIJCOSX def2/J DEFGRID3
* xyz 4 5
Os 0.125 -0.362 0.260
C 1.459 0.216 -1.048
O 2.205 0.569 -1.872
C 1.098 0.113 1.843
O 1.646 0.471 2.803
C -1.523 -1.026 1.030
O -2.550 -1.351 1.473
C 2.702 -2.675 -0.385
P 0.875 -2.506 -0.068
H 0.316 -4.412 -1.358
H 2.843 -2.124 -1.330
C 0.571 -3.737 1.300
H 1.345 -4.504 1.127
C 3.146 -4.128 -0.602
H 2.452 -4.721 -1.207
H 3.310 -4.644 0.353
H 4.107 -4.111 -1.132
C 3.560 -1.996 0.683
H 3.527 -2.529 1.642
C -1.349 -3.111 -1.758
H 3.269 -0.952 0.849
H 4.603 -2.000 0.335
C 0.906 -2.989 -2.868
H -1.537 -2.261 -2.427
H -1.783 -4.002 -2.236
H -1.889 -2.937 -0.821
C 0.157 -3.342 -1.575
H 0.275 -3.262 -3.725
H 1.847 -3.542 -2.964
H 1.125 -1.914 -2.935
C -0.802 -4.414 1.221
H -1.615 -3.692 1.361
H -0.861 -5.151 2.032
H -0.955 -4.947 0.278
C 0.790 -3.141 2.694
H 1.755 -2.638 2.804
H 0.756 -3.961 3.424
H -0.005 -2.429 2.952
H -0.807 -0.882 -1.224
H -0.925 -0.027 -1.215
C 0.468 4.346 1.997
N 0.323 3.872 0.612
C 1.605 3.481 0.024
P -1.016 2.955 0.278
O -1.067 1.539 0.775
N -2.245 3.729 1.093
C -3.373 2.967 1.649
C -2.617 5.096 0.731
N -1.196 2.965 -1.369
C -0.797 4.109 -2.188
C -2.369 2.264 -1.912
H 1.264 5.100 2.017
H 0.743 3.525 2.677
H -0.469 4.801 2.334
H 2.038 2.608 0.542
H 1.506 3.253 -1.042
H 2.302 4.321 0.147
H -3.017 2.065 2.160
H -3.882 3.611 2.375
H -4.100 2.690 0.867
H -3.255 5.477 1.538
H -1.737 5.742 0.644
H -3.196 5.121 -0.207
H 0.234 4.403 -1.979
H -0.866 3.789 -3.233
H -1.460 4.975 -2.050
H -2.179 2.059 -2.972
H -2.527 1.313 -1.390
H -3.284 2.876 -1.833
*
```

Its total energy is -52989.5212 eV.

natural (NBO) population analysis, charges in e, atoms 1 to 4: -0.080, 0.537, -0.384, 0.566

***

The following is a quantum chemistry calculation of a molecular structure, C18H42AsF6N6O6Y at a distorted geometry, from OMol25.

ORCA input file:
```
! wB97M-V def2-TZVPD RIJCOSX def2/J DEFGRID3
* xyz 2 1
Y -38.092 -7.546 4.590
As -42.225 -7.708 4.549
F -41.953 -7.996 6.276
F -42.548 -5.929 4.789
F -42.482 -7.334 2.836
F -41.908 -9.408 4.099
F -43.990 -7.997 4.795
F -40.439 -7.423 4.334
C -35.205 -4.185 4.912
C -35.751 -5.140 5.963
O -36.493 -6.105 5.645
N -35.246 -5.001 7.218
C -35.651 -5.680 8.450
H -34.240 -3.818 5.264
H -35.790 -3.323 4.591
H -35.110 -4.743 3.981
H -34.546 -4.289 7.370
H -34.949 -6.445 8.781
H -36.680 -6.001 8.288
H -35.526 -4.960 9.259
C -36.084 -10.924 6.879
C -35.976 -9.406 6.716
O -36.709 -8.878 5.903
N -35.021 -8.808 7.371
C -34.297 -9.233 8.533
H -36.355 -11.435 5.955
H -36.944 -11.142 7.512
H -35.181 -11.457 7.178
H -34.871 -7.839 7.129
H -34.744 -10.116 8.990
H -34.230 -8.461 9.300
H -33.293 -9.540 8.240
C -35.440 -7.566 0.955
C -35.177 -7.647 2.493
O -36.133 -7.666 3.279
N -33.882 -7.748 2.823
C -33.399 -7.778 4.168
H -34.862 -8.404 0.566
H -35.069 -6.609 0.588
H -36.465 -7.721 0.619
H -33.188 -7.598 2.104
H -34.268 -8.061 4.763
H -33.023 -6.827 4.543
H -32.603 -8.480 4.414
C -39.321 -11.983 4.177
C -39.352 -10.825 5.166
O -39.069 -9.652 4.790
N -39.555 -11.220 6.373
C -39.497 -10.446 7.670
H -39.950 -12.843 4.407
H -38.308 -12.375 4.094
H -39.705 -11.601 3.231
H -39.754 -12.210 6.401
H -39.185 -11.091 8.492
H -40.468 -10.044 7.957
H -38.859 -9.563 7.662
C -40.504 -5.381 7.346
C -39.566 -6.568 7.564
O -38.925 -7.108 6.724
N -39.430 -7.044 8.789
C -40.057 -6.573 10.024
H -40.072 -4.495 7.811
H -41.516 -5.402 7.751
H -40.493 -5.176 6.276
H -38.837 -7.843 8.966
H -40.558 -5.607 9.962
H -39.465 -6.420 10.926
H -40.889 -7.176 10.386
C -40.400 -8.754 0.778
C -39.036 -8.865 1.419
O -38.808 -8.303 2.487
N -37.988 -9.569 0.964
C -37.820 -10.104 -0.372
H -40.573 -7.720 0.480
H -41.272 -9.077 1.347
H -40.443 -9.398 -0.101
H -37.190 -9.661 1.575
H -38.683 -10.635 -0.773
H -36.929 -10.724 -0.472
H -37.692 -9.346 -1.144
*
```

Its total energy is -118757.0788 eV.

Mulliken population analysis, charges in e, atoms 1 to 4: 2.252, 1.976, -0.430, -0.484